# 1
{"formula": "C28H46Br3FIN2O11S", "method": "the ωB97M-V functional and the def2-TZVPD basis", "elements": ["C", "C", "C", "C", "C", "O", "C", "C", "O", "C", "C", "C", "C", "C", "N", "N", "C", "C", "C", "O", "O", "C", "Br", "C", "C", "Br", "C", "Br", "C", "C", "O", "I", "C", "C", "C", "C", "S", "O", "O", "O", "H", "H", "H", "H", "H", "H", "H", "H", "H", "H", "H", "H", "H", "H", "H", "H", "H", "H", "H", "H", "H", "H", "H", "H", "H", "H", "H", "H", "H", "H", "H", "H", "H", "H", "H", "H", "H", "H", "H", "H", "H", "H", "H", "C", "C", "O", "C", "O", "O", "F", "H", "H", "H"], "positions_angstrom": [[-1.266, 4.053, -0.093], [0.000, 3.185, 0.077], [-0.387, 1.815, 0.615], [0.725, 0.795, 1.000], [0.358, 0.369, 2.438], [-0.860, -0.327, 2.476], [-1.690, 0.096, 3.542], [-2.867, -0.841, 3.646], [-3.788, -0.677, 2.612], [-4.965, 0.009, 2.999], [-6.216, -0.718, 2.556], [2.134, 1.367, 0.997], [3.110, 0.904, 2.075], [3.110, 1.843, 3.281], [2.748, 1.506, -0.384], [3.932, 2.312, -0.223], [2.872, 0.267, -1.202], [3.766, -0.773, -0.472], [5.274, -0.602, -0.365], [6.036, -1.395, -0.894], [5.737, 0.355, 0.491], [3.430, 0.457, -2.634], [4.198, -1.093, -3.461], [3.439, 1.571, -3.380], [2.957, 2.937, -2.987], [4.109, 1.623, -5.141], [1.395, -0.305, -1.308], [0.316, 0.941, -2.421], [1.292, -1.674, -2.052], [0.823, -1.718, -3.509], [1.500, -1.551, -4.479], [-1.269, -2.248, -3.843], [0.709, -0.486, 0.072], [1.160, -1.791, 0.750], [0.003, -2.769, 1.011], [0.581, -4.175, 1.146], [-0.713, -5.408, 1.338], [-0.388, -6.285, 2.399], [-1.954, -4.721, 1.429], [-0.639, -6.236, -0.022], [-1.150, 4.686, -0.958], [-1.446, 4.648, 0.788], [-2.102, 3.391, -0.270], [0.641, 3.701, 0.786], [0.510, 3.193, -0.882], [-1.034, 1.346, -0.110], [-1.050, 2.012, 1.440], [0.257, 1.273, 3.032], [1.116, -0.248, 2.909], [-1.137, 0.075, 4.478], [-2.085, 1.096, 3.375], [-2.473, -1.851, 3.575], [-3.311, -0.748, 4.632], [-5.022, 0.174, 4.071], [-4.954, 0.992, 2.535], [-6.887, -0.037, 2.058], [-6.761, -1.139, 3.389], [-5.992, -1.511, 1.860], [2.011, 2.405, 1.277], [4.125, 0.896, 1.712], [2.942, -0.115, 2.386], [3.831, 2.623, 3.077], [2.143, 2.277, 3.480], [3.498, 1.311, 4.136], [2.069, 2.108, -0.865], [3.658, 3.280, -0.326], [4.594, 2.099, -0.956], [3.416, -0.919, 0.545], [3.653, -1.734, -0.928], [6.516, 0.763, 0.105], [1.956, 2.980, -2.584], [3.655, 3.447, -2.343], [2.923, 3.559, -3.866], [2.190, -2.276, -2.040], [0.544, -2.245, -1.527], [-0.337, -0.627, -0.163], [1.680, -1.662, 1.689], [1.861, -2.344, 0.143], [-0.471, -2.558, 1.953], [-0.741, -2.725, 0.227], [1.152, -4.213, 2.060], [1.211, -4.444, 0.306], [-0.248, -5.659, -0.685], [-5.487, -0.422, -4.913], [-6.252, 0.257, -3.802], [-5.206, 0.739, -2.967], [-4.124, 0.958, -3.759], [-3.173, 1.589, -3.444], [-4.285, 0.359, -4.960], [-7.017, -0.616, -3.107], [-5.243, -1.454, -4.658], [-6.002, -0.399, -5.869], [-6.871, 1.096, -4.123]], "atomic_forces_ev_per_a": [[0.562, -0.641, -0.187], [-0.404, 0.630, 0.465], [0.391, 0.009, -0.964], [-0.247, -1.238, -0.336], [0.053, 0.084, 0.220], [-0.080, 0.329, -0.521], [-0.548, -0.251, 0.105], [0.745, -0.552, -0.095], [-0.276, -0.037, 0.328], [-0.423, 0.394, -0.489], [-0.185, -0.031, -0.020], [0.157, 0.755, 1.401], [0.482, -0.405, 0.073], [0.406, -0.351, -0.470], [-0.374, 1.160, -0.194], [0.315, -0.176, 0.266], [0.302, -1.566, -0.854], [0.084, 0.420, 0.993], [1.861, -1.740, -0.717], [-1.275, 1.575, 0.724], [-0.971, 0.125, -0.610], [0.573, 0.279, -0.447], [0.164, 0.270, 0.483], [-0.220, 0.241, 0.270], [0.031, 0.424, -0.408], [0.097, -0.196, 0.011], [0.055, -0.291, -0.227], [-0.093, -0.176, 0.191], [-0.646, -0.150, -0.222], [0.611, 0.466, -1.635], [-0.930, -0.170, 1.251], [0.266, -0.012, 0.342], [-0.175, 0.673, 0.312], [-0.376, -0.707, 0.174], [0.622, -0.382, 0.073], [-0.494, 0.221, -0.193], [-0.257, 0.244, 0.747], [0.552, -0.669, 0.181], [-0.476, 0.376, -0.512], [0.209, 0.112, 0.207], [-0.133, 0.401, -0.151], [-0.183, 0.203, 0.226], [-0.407, 0.026, -0.087], [0.252, 0.132, 0.126], [0.163, -0.317, -0.168], [-0.230, -0.108, -0.258], [-0.034, -0.088, 0.639], [0.177, 0.267, 0.115], [0.110, -0.018, 0.103], [0.206, 0.037, 0.264], [0.194, 0.403, -0.120], [0.067, -0.346, 0.013], [-0.231, 0.133, 0.181], [0.315, -0.042, 0.285], [0.117, 0.283, -0.085], [-0.317, 0.263, -0.211], [-0.071, -0.254, 0.249], [0.214, -0.248, -0.212], [0.051, 0.439, -0.327], [0.058, 0.135, -0.296], [-0.256, -0.287, 0.094], [-0.012, 0.526, -0.007], [-0.217, 0.087, 0.294], [-0.159, -0.088, 0.455], [-0.196, -0.358, -0.296], [-0.166, 0.115, 0.033], [-0.037, -0.184, -0.180], [-0.054, 0.228, 0.109], [-0.018, -0.273, -0.423], [0.726, -0.303, 0.158], [-0.191, -0.159, 0.245], [0.242, 0.135, 0.214], [-0.118, 0.145, -0.303], [0.349, 0.100, 0.019], [-0.255, -0.128, 0.220], [-0.317, -0.083, -0.127], [0.150, 0.306, 0.179], [0.243, 0.058, -0.264], [-0.453, 0.357, 0.055], [-0.262, 0.048, -0.175], [0.359, -0.334, 0.229], [0.268, -0.163, -0.110], [-0.156, -0.083, -0.485], [-0.002, -0.014, -0.245], [0.035, -0.254, 0.214], [-0.164, 0.198, -0.254], [0.026, -0.149, -0.017], [0.247, 0.052, 0.147], [-0.105, -0.040, 0.039], [0.094, 0.083, 0.043], [-0.069, 0.004, 0.133], [0.138, 0.145, -0.065], [-0.077, -0.035, 0.068]], "lowdin_charge": [-0.0604, -0.2656, -0.1461, -0.2664, -0.1705, -0.1156, -0.1653, -0.2011, -0.1170, -0.2671, -0.0590, -0.1760, -0.2001, -0.0462, -0.0205, 0.1544, -0.3261, -0.0628, -0.4687, 0.1024, 0.0781, -0.5860, 0.9598, -0.7664, -0.1630, 0.8390, -0.5050, 1.0428, -0.2320, -0.8616, -0.0530, 0.8444, -0.2032, -0.1532, -0.1930, -0.2082, 0.5845, -0.2520, -0.2599, -0.1317, 0.0746, 0.0781, 0.0784, 0.1059, 0.0421, 0.0875, 0.1167, 0.1288, 0.1207, 0.1348, 0.1320, 0.1302, 0.1264, 0.1109, 0.1117, 0.0673, 0.0710, 0.0776, 0.1271, 0.0808, 0.0937, 0.0836, 0.0723, 0.0877, 0.0922, 0.1198, 0.1036, 0.1102, 0.0840, 0.1341, 0.0162, 0.0713, 0.0603, 0.0895, 0.0658, 0.1340, 0.1118, 0.0877, 0.1050, 0.1193, 0.1130, 0.1016, 0.0780, -0.0444, -0.3064, 0.1337, -0.5710, 0.1457, 0.0581, 0.0832, 0.1426, 0.1430, 0.1756], "de_lowest_kj_mol": 0.0, "homo_ev": -11.63, "lumo_ev": -2.48, "orbital_gap_ev": 9.1543, "multiplicity": 1, "charge": 1}

# 2
{"formula": "C28H46BrN3P2SSr", "method": "the ωB97M-V functional and the def2-TZVPD basis", "elements": ["C", "C", "C", "C", "N", "C", "C", "C", "C", "C", "C", "C", "C", "C", "Sr", "P", "H", "H", "H", "H", "H", "H", "H", "H", "C", "C", "H", "H", "H", "H", "H", "C", "C", "H", "H", "H", "H", "H", "C", "C", "H", "H", "H", "H", "H", "Br", "P", "C", "C", "H", "H", "H", "H", "H", "C", "C", "H", "H", "H", "H", "H", "C", "C", "H", "H", "H", "H", "H", "C", "N", "C", "S", "N", "C", "H", "H", "H", "H", "H", "H", "H", "H"], "positions_angstrom": [[-2.217, -0.888, -3.390], [-0.958, -0.271, -3.224], [-0.667, 0.856, -4.023], [-1.628, 1.301, -4.938], [-2.814, 0.710, -5.066], [-3.105, -0.365, -4.338], [0.016, -0.782, -2.284], [0.985, -1.389, -1.788], [2.087, -2.297, -1.605], [2.792, -2.425, -0.380], [3.884, -3.290, -0.286], [4.261, -4.053, -1.399], [3.563, -3.958, -2.610], [2.480, -3.092, -2.702], [-0.163, -0.801, 0.541], [-1.900, 1.584, 0.079], [0.292, 1.371, -3.949], [-2.503, -1.763, -2.805], [-1.419, 2.162, -5.580], [-4.077, -0.840, -4.504], [1.911, -3.005, -3.630], [2.518, -1.813, 0.494], [3.868, -4.548, -3.468], [4.447, -3.364, 0.640], [-2.198, 2.414, 1.697], [-2.929, 3.752, 1.704], [-1.198, 2.544, 2.148], [-2.727, 1.683, 2.329], [-2.972, 4.114, 2.740], [-2.413, 4.519, 1.114], [-3.963, 3.673, 1.347], [-1.709, 2.902, -1.184], [-2.958, 3.485, -1.831], [-1.084, 2.456, -1.975], [-1.102, 3.700, -0.727], [-2.649, 4.234, -2.573], [-3.546, 2.732, -2.372], [-3.615, 3.996, -1.116], [-3.456, 0.691, -0.332], [-4.786, 1.303, 0.093], [-3.375, -0.309, 0.132], [-3.440, 0.519, -1.418], [-5.593, 0.628, -0.224], [-4.870, 1.415, 1.180], [-4.982, 2.274, -0.375], [5.747, -5.217, -1.270], [2.016, 1.446, 0.351], [1.657, 3.246, 0.482], [2.699, 4.156, 1.126], [0.714, 3.318, 1.051], [1.429, 3.594, -0.538], [2.297, 5.178, 1.152], [2.924, 3.870, 2.160], [3.638, 4.199, 0.560], [3.056, 1.034, 1.822], [4.552, 1.332, 1.784], [2.914, -0.045, 2.005], [2.588, 1.544, 2.679], [4.997, 0.988, 2.728], [5.069, 0.802, 0.974], [4.775, 2.402, 1.699], [3.130, 1.254, -1.104], [4.068, 2.396, -1.479], [2.458, 1.041, -1.949], [3.705, 0.331, -0.942], [4.608, 2.115, -2.393], [3.533, 3.327, -1.697], [4.827, 2.597, -0.715], [0.421, -4.725, 1.657], [0.508, -3.436, 2.342], [-0.511, -2.662, 2.774], [-0.196, -1.078, 3.382], [-1.791, -3.115, 2.583], [-2.229, -4.381, 3.189], [-0.612, -4.938, 1.370], [0.799, -5.522, 2.309], [1.049, -4.700, 0.758], [1.434, -3.072, 2.575], [-2.462, -2.362, 2.756], [-2.815, -4.185, 4.095], [-2.888, -4.894, 2.484], [-1.380, -5.022, 3.431]], "atomic_forces_ev_per_a": [[0.261, 0.167, -0.049], [-0.831, 0.742, -0.080], [-0.066, -0.237, 0.083], [0.246, -0.355, 0.473], [-0.182, 0.056, -0.297], [0.508, -0.049, 0.365], [2.657, -2.072, 0.123], [-2.450, 1.313, -2.079], [0.705, -0.434, 0.816], [-0.074, 0.023, -0.568], [-0.301, 0.059, -0.144], [-0.065, 0.112, -0.072], [-0.063, 0.198, 0.462], [-0.234, 0.219, 0.048], [0.064, 0.561, 0.311], [-0.219, 0.044, 0.030], [-0.222, -0.191, 0.028], [0.139, 0.183, -0.148], [-0.154, -0.288, 0.218], [0.318, 0.237, 0.043], [0.287, -0.061, 0.252], [0.235, -0.179, -0.362], [-0.040, 0.058, 0.132], [-0.080, -0.023, -0.167], [0.192, -0.079, 0.067], [-0.257, 0.262, 0.256], [-0.318, -0.071, -0.054], [0.177, 0.140, -0.122], [-0.017, 0.001, -0.284], [-0.091, -0.214, 0.082], [0.313, -0.004, 0.036], [0.385, -0.050, -0.194], [-0.249, 0.359, -0.209], [-0.111, 0.179, 0.263], [-0.142, -0.237, -0.068], [-0.111, -0.172, 0.159], [0.135, 0.102, 0.180], [0.177, -0.177, -0.136], [-0.121, 0.021, -0.012], [-0.544, -0.088, -0.095], [-0.017, 0.123, -0.107], [0.028, 0.023, 0.219], [0.108, 0.204, 0.125], [0.095, 0.009, -0.216], [0.153, -0.239, 0.132], [-0.322, 0.254, -0.002], [0.266, -0.244, 0.172], [-0.359, -0.020, 0.004], [0.170, 0.405, 0.029], [0.268, 0.026, -0.205], [-0.008, -0.118, 0.210], [0.130, -0.223, 0.050], [-0.054, 0.014, -0.234], [-0.271, -0.098, 0.168], [-0.040, -0.008, 0.056], [0.362, 0.049, 0.290], [0.013, 0.269, 0.034], [0.053, -0.167, -0.145], [-0.024, 0.094, -0.245], [-0.171, 0.128, 0.112], [-0.119, -0.301, -0.043], [-0.180, -0.106, -0.139], [0.395, 0.058, -0.208], [0.187, 0.037, 0.123], [-0.133, 0.121, -0.013], [-0.106, 0.127, 0.173], [0.052, -0.162, 0.088], [-0.258, -0.040, -0.124], [0.187, -0.305, -0.040], [-0.195, 0.660, 0.210], [0.219, 0.099, -0.068], [-0.194, -0.699, -0.237], [0.310, 0.878, 0.536], [-0.627, -0.564, -0.199], [0.326, 0.088, 0.031], [-0.208, 0.128, -0.165], [-0.121, 0.050, 0.178], [-0.448, -0.313, 0.026], [0.382, -0.378, 0.104], [0.324, 0.022, -0.124], [0.165, -0.109, 0.129], [-0.197, 0.173, 0.032]], "lowdin_charge": [-0.0204, -0.2346, -0.0133, -0.1057, 0.0873, -0.1127, -0.0270, -0.1134, -0.2463, -0.0736, -0.1062, -0.6615, -0.0798, 0.0065, 1.0290, 0.8512, 0.1217, 0.1193, 0.1255, 0.1242, 0.1369, 0.0738, 0.1189, 0.1129, -0.4121, -0.1316, 0.0615, 0.0818, 0.0871, 0.0748, 0.0664, -0.3986, -0.1285, 0.0481, 0.0736, 0.0881, 0.0716, 0.0679, -0.4208, -0.1325, 0.0607, 0.0587, 0.0858, 0.0744, 0.0672, 0.8199, 0.8901, -0.4124, -0.1324, 0.0517, 0.0795, 0.0870, 0.0741, 0.0650, -0.4219, -0.1356, 0.0398, 0.0849, 0.0851, 0.0725, 0.0658, -0.4091, -0.1333, 0.0570, 0.0727, 0.0857, 0.0729, 0.0657, -0.0330, -0.0418, -0.9167, 0.5827, -0.0560, -0.0478, 0.0877, 0.1107, 0.0883, 0.1328, 0.1187, 0.1071, 0.0979, 0.0885], "de_lowest_kj_mol": 0.0, "homo_ev": -13.82, "lumo_ev": -6.00, "orbital_gap_ev": 7.8177, "multiplicity": 1, "charge": 2}

Question: Number 2 is which compound?
Answer: C28H46BrN3P2SSr